Record 1
Computed, not measured: a molecular structure, C55H64Cl2KN7O8P2S, with wB97M-V/def2-TZVPD.

Element x y z (Å)
K: -1.67 -0.14 -0.46
C: 0.93 -0.25 -4.62
C: 1.85 0.29 -3.52
C: 3.17 0.79 -4.12
P: 0.79 1.28 -2.35
C: 1.98 2.18 -1.22
C: 2.86 1.16 -0.50
C: 2.79 3.34 -1.79
C: 0.07 2.66 -3.29
C: 0.70 3.24 -4.39
C: 0.17 4.31 -5.10
C: -1.04 4.84 -4.65
C: -1.69 4.30 -3.57
C: -1.19 3.17 -2.85
N: -1.79 2.67 -1.74
C: -3.13 2.81 -1.54
C: -4.09 2.76 -2.58
C: -5.45 2.83 -2.34
C: -5.93 2.97 -1.05
C: -5.02 3.00 -0.01
C: -3.64 2.91 -0.22
P: -2.44 2.77 1.14
C: -3.49 2.33 2.63
C: -4.17 3.44 3.44
C: -2.63 1.46 3.56
C: -1.88 4.54 1.41
C: -2.92 5.63 1.16
C: -0.65 4.83 0.55
H: 1.39 -1.12 -5.12
H: -0.03 -0.57 -4.21
H: 0.74 0.51 -5.38
H: 2.11 -0.57 -2.88
H: 3.04 1.63 -4.81
H: 3.88 1.11 -3.36
H: 3.65 -0.02 -4.68
H: 1.28 2.59 -0.48
H: 3.57 0.68 -1.18
H: 3.45 1.65 0.29
H: 2.26 0.37 -0.04
H: 3.49 3.01 -2.56
H: 2.13 4.08 -2.24
H: 3.37 3.82 -1.00
H: 1.65 2.83 -4.71
H: 0.69 4.72 -5.95
H: -1.47 5.70 -5.15
H: -2.62 4.75 -3.24
H: -3.74 2.61 -3.60
H: -6.13 2.76 -3.18
H: -7.00 3.02 -0.85
H: -5.40 3.08 1.00
H: -4.26 1.69 2.21
H: -3.44 4.16 3.82
H: -4.92 3.99 2.87
H: -4.67 3.00 4.32
H: -1.80 2.03 3.98
H: -3.23 1.09 4.40
H: -2.21 0.61 3.02
H: -1.57 4.56 2.47
H: -3.28 5.56 0.14
H: -3.78 5.55 1.82
H: -2.47 6.62 1.30
H: -0.90 4.78 -0.51
H: -0.25 5.82 0.78
H: 0.15 4.09 0.71
Cl: -7.89 -3.27 3.60
C: -6.34 -2.82 2.91
C: -5.17 -3.35 3.45
C: -3.96 -3.01 2.93
Cl: -2.53 -3.71 3.64
C: -3.77 -2.11 1.81
O: -2.64 -1.82 1.36
C: -5.03 -1.60 1.29
C: -5.10 -0.68 0.17
O: -4.18 -0.18 -0.44
C: -6.26 -1.96 1.84
H: -5.22 -4.03 4.29
H: -6.14 -0.41 -0.12
H: -7.16 -1.54 1.41
C: 6.62 -2.14 -3.91
O: 5.38 -2.21 -4.57
C: 4.60 -3.32 -4.34
C: 3.31 -3.27 -4.85
C: 2.44 -4.31 -4.65
C: 2.85 -5.45 -3.94
C: 4.15 -5.51 -3.47
C: 5.03 -4.44 -3.65
N: 2.03 -6.61 -3.79
N: 0.83 -6.50 -3.49
C: 0.29 -5.32 -2.98
C: -1.00 -5.03 -3.42
C: -1.61 -3.81 -3.22
C: -0.95 -2.76 -2.52
O: -1.36 -1.59 -2.42
C: 0.32 -3.15 -1.84
N: 0.84 -2.24 -0.98
C: 1.93 -2.56 -0.32
C: 2.57 -3.80 -0.44
C: 2.06 -4.72 -1.30
C: 0.92 -4.41 -2.07
H: 7.03 -1.16 -4.12
H: 7.31 -2.91 -4.27
H: 6.50 -2.26 -2.82
H: 3.00 -2.38 -5.39
H: 1.42 -4.25 -5.03
H: 4.47 -6.40 -2.96
H: 6.03 -4.51 -3.26
H: -1.50 -5.80 -4.00
H: -2.59 -3.59 -3.63
H: 2.34 -1.80 0.35
H: 3.45 -4.01 0.16
H: 2.51 -5.70 -1.39
C: 1.02 -1.22 8.83
C: 2.18 -0.96 7.88
S: 1.68 -1.33 6.21
O: 1.41 -2.74 6.13
O: 0.66 -0.39 5.83
C: 3.15 -0.99 5.27
C: 2.98 -1.26 3.77
N: 2.09 -0.33 3.10
C: 0.87 -0.64 2.58
N: 0.29 0.42 2.04
C: 1.12 1.46 2.23
C: 2.24 1.04 2.89
N: 3.40 1.77 3.20
O: 3.40 2.97 2.96
O: 4.37 1.16 3.69
C: 0.27 -1.99 2.66
H: 1.33 -0.98 9.85
H: 0.72 -2.26 8.80
H: 0.17 -0.60 8.57
H: 3.04 -1.58 8.10
H: 2.49 0.09 7.89
H: 3.93 -1.65 5.65
H: 3.44 0.05 5.44
H: 2.57 -2.26 3.61
H: 3.96 -1.21 3.31
H: 0.91 2.46 1.88
H: 0.18 -2.32 3.70
H: 0.85 -2.72 2.11
H: -0.73 -1.95 2.22

Its net charge is -2. The orbital gap comes out at 4.45 eV.

Record 2
Computed, not measured: a single C5H11NO molecule, with wB97M-V/def2-TZVPD.

Element x y z (Å)
C: -2.36 -0.37 -0.43
C: -1.27 0.39 0.27
C: -0.64 -0.08 1.53
N: 0.06 -0.18 0.27
C: 1.21 0.70 0.03
C: 2.11 0.01 -0.99
O: 2.48 -1.26 -0.53
H: -2.40 -0.12 -1.49
H: -3.34 -0.13 0.01
H: -2.19 -1.45 -0.33
H: -1.32 1.48 0.16
H: -0.94 -1.02 1.98
H: -0.31 0.68 2.24
H: 0.90 1.69 -0.33
H: 1.78 0.82 0.96
H: 1.58 -0.06 -1.96
H: 3.03 0.58 -1.15
H: 1.64 -1.67 -0.24

As for the SMILES: C[C@H]1CN1CCO. The orbital gap comes out at 10.49 eV.

Record 3
Computed, not measured: 2 unconnected molecules or ions with the total composition C4H13NS, with wB97M-V/def2-TZVPD.

Element x y z (Å)
C: 1.22 0.64 -1.99
S: 2.13 1.91 -0.95
C: 1.71 3.55 -1.62
H: 0.80 1.09 -2.92
H: 0.48 0.51 -1.30
H: 1.74 -0.27 -2.28
H: 2.64 3.82 -2.19
H: 0.84 3.41 -2.38
H: 1.48 4.24 -0.93
C: -0.82 -2.52 2.61
C: -1.09 -1.50 1.51
N: -2.43 -1.55 0.80
H: -0.93 -3.51 2.29
H: 0.24 -2.60 3.00
H: -1.44 -2.22 3.40
H: -1.12 -0.47 1.97
H: -0.32 -1.41 0.70
H: -2.55 -2.39 0.16
H: -2.58 -0.74 0.13

As for the SMILES: CCN.CSC. The orbital gap comes out at 9.28 eV.

Record 4
Computed, not measured: 2 unconnected molecules or ions with the total composition C7H14O, with wB97M-V/def2-TZVPD.

Element x y z (Å)
C: -1.55 -1.16 1.67
C: -0.51 -1.95 0.89
C: 0.93 -1.52 1.26
C: 1.29 -0.18 0.65
C: 1.60 0.02 -0.63
C: 1.91 1.37 -1.18
C: 1.01 2.31 -1.43
H: -1.33 -1.25 2.74
H: -2.57 -1.47 1.44
H: -1.43 -0.10 1.40
H: -0.59 -1.90 -0.19
H: -0.59 -3.02 1.15
H: 1.64 -2.29 0.93
H: 1.06 -1.47 2.34
H: 1.35 0.63 1.35
H: 1.61 -0.79 -1.35
H: 2.96 1.43 -1.43
H: -0.05 2.13 -1.30
H: 1.25 3.32 -1.76
H: -3.05 1.28 -2.16
H: -2.07 2.42 -1.95
O: -2.86 2.18 -2.47

Its net charge is -1. The orbital gap (alpha / beta) comes out at 2.60 / 9.86 eV. As for the spin multiplicity: 2. The expectation value of S² is 0.751.

Record-wise energy above the lowest of the compared OMol25 structures with the same formula, charge and spin values, in kJ/mol: 31.0; 196.6; 163.1; 56.4